No. 1
Here is a molecular structure, C22H20N2 at a distorted geometry from OMol25. Energies are from ωB97M-V/def2-TZVPD.

ORCA input file:
```
! wB97M-V def2-TZVPD RIJCOSX def2/J DEFGRID3
* xyz 0 1
C 2.86 5.15 -0.12
C 2.73 3.88 0.68
C 3.64 2.81 0.53
C 3.36 1.54 1.03
C 2.18 1.27 1.78
C 1.81 -0.10 2.19
C 0.47 -0.34 2.80
C 0.29 -1.43 3.71
C -0.96 -1.77 4.24
C -2.13 -1.12 3.83
C -3.48 -1.70 4.13
C -1.97 -0.01 2.98
C -0.72 0.34 2.45
C 1.38 2.41 2.10
C 1.59 3.66 1.50
H 1.91 5.73 -0.07
H 3.69 5.77 0.27
H 3.08 4.97 -1.20
H 4.56 3.03 -0.03
H 4.12 0.76 0.89
H 2.31 -0.96 1.62
H 1.15 -2.02 4.03
H -1.03 -2.59 4.98
H -4.26 -0.94 4.06
H -3.76 -2.51 3.44
H -3.47 -2.13 5.14
H -2.86 0.55 2.71
H -0.67 1.14 1.69
H 0.59 2.37 2.85
H 0.91 4.49 1.62
C 5.52 -3.66 5.26
C 5.50 -2.31 5.67
C 4.56 -1.42 5.13
C 3.67 -1.91 4.05
C 3.76 -3.22 3.59
C 4.69 -4.08 4.21
N 2.89 -0.84 3.64
C 3.29 0.19 4.41
N 4.29 -0.10 5.30
H 6.21 -4.38 5.77
H 6.20 -1.89 6.40
H 3.10 -3.50 2.75
H 4.74 -5.12 3.82
H 2.87 1.17 4.34
*
```

The energy relative to the best compared isomer or geometry (same formula, charge and spin) is 136.5 kJ/mol. The HOMO energy is -7.6 eV. As for the HOMO-LUMO gap: 6.88 eV.

---

No. 2
Here is a single C22H20N2O2S molecule at a distorted geometry from OMol25. Energies are from ωB97M-V/def2-TZVPD.

ORCA input file:
```
! wB97M-V def2-TZVPD RIJCOSX def2/J DEFGRID3
* xyz 0 1
C -6.18 -1.56 0.72
C -5.63 -0.52 -0.21
C -6.20 -0.32 -1.46
C -5.73 0.65 -2.32
C -4.68 1.47 -1.93
C -4.10 1.28 -0.69
C -4.56 0.29 0.16
O -3.97 0.15 1.42
C -3.12 -0.97 1.56
C -1.66 -0.65 1.24
O -0.85 -1.53 1.01
N -1.40 0.67 1.26
C -0.21 1.35 0.97
S -0.32 3.00 0.97
N 0.84 0.56 0.73
C 2.17 0.84 0.41
C 2.69 2.12 0.35
C 4.04 2.37 0.05
C 4.88 1.32 -0.20
C 4.35 0.02 -0.14
C 5.33 -0.96 -0.42
C 4.97 -2.28 -0.40
C 3.64 -2.61 -0.10
C 2.68 -1.66 0.17
C 3.01 -0.29 0.16
C 6.63 -0.27 -0.70
C 6.33 1.24 -0.55
H -7.26 -1.64 0.60
H -5.75 -2.54 0.50
H -5.96 -1.31 1.75
H -7.04 -0.94 -1.75
H -6.19 0.79 -3.29
H -4.32 2.24 -2.58
H -3.28 1.92 -0.38
H -3.43 -1.81 0.94
H -3.17 -1.28 2.61
H -2.19 1.28 1.47
H 0.62 -0.44 0.76
H 2.05 2.96 0.55
H 4.39 3.39 0.01
H 5.69 -3.06 -0.61
H 3.36 -3.65 -0.09
H 1.68 -1.99 0.39
H 7.40 -0.60 0.01
H 6.99 -0.51 -1.70
H 6.54 1.78 -1.48
H 6.94 1.70 0.23
*
```

The energy relative to the best compared isomer or geometry (same formula, charge and spin) is 27.7 kJ/mol. The structure (SMILES) is Cc1ccccc1OCC(=O)NC(=S)Nc1ccc2c3c(cccc13)CC2. The HOMO energy is -7.6 eV. As for the HOMO-LUMO gap: 7.85 eV.

---

No. 3
Here is a molecular structure, C22H20N2O4PdS from OMol25. Energies are from ωB97M-V/def2-TZVPD.

ORCA input file:
```
! wB97M-V def2-TZVPD RIJCOSX def2/J DEFGRID3
* xyz 2 5
Pd 0.75 -0.31 -0.35
O -0.41 0.14 4.09
C -1.71 -0.18 4.00
C -2.51 -0.27 5.14
C -3.84 -0.61 5.02
C -4.42 -0.88 3.78
C -3.65 -0.83 2.66
C -2.27 -0.47 2.73
C -1.48 -0.42 1.53
O -0.37 0.13 1.45
N -2.10 -1.03 0.41
N -1.22 -1.25 -0.57
C -1.77 -1.70 -1.66
C -1.03 -2.17 -2.82
C -1.76 -2.71 -3.84
C -1.15 -3.31 -4.98
C 0.23 -3.40 -5.06
C 1.01 -2.86 -4.05
C 0.42 -2.18 -2.92
O 1.20 -1.63 -2.10
H -0.17 0.22 5.02
H -2.08 -0.06 6.11
H -4.45 -0.66 5.92
H -5.47 -1.14 3.71
H -4.07 -1.04 1.69
H -2.85 -1.78 -1.67
H -2.85 -2.71 -3.77
H -1.77 -3.72 -5.76
H 0.69 -3.88 -5.91
H 2.09 -2.91 -4.08
C 0.94 4.75 -1.74
C 1.41 3.55 -0.98
C 1.98 2.46 -1.62
C 2.44 1.35 -0.90
C 2.28 1.34 0.49
C 1.70 2.43 1.16
C 1.28 3.51 0.42
S 2.95 0.01 1.47
C 4.67 0.09 1.05
O 2.39 -1.23 0.71
H 1.23 4.71 -2.79
H 1.35 5.66 -1.30
H -0.15 4.83 -1.69
H 2.12 2.49 -2.70
H 3.00 0.58 -1.41
H 1.58 2.40 2.23
H 0.84 4.36 0.93
H 4.79 0.02 -0.03
H 5.16 -0.74 1.54
H 5.05 1.03 1.44
*
```

As for the expectation value of S²: 6.05. The HOMO energy (spin up / spin down) is -14.1 / -14.0 eV. As for the HOMO-LUMO gap (spin up / spin down): 7.63 / 5.00 eV.

---

No. 4
Here is a single C22H20N2O5S molecule at a distorted geometry from OMol25. Energies are from ωB97M-V/def2-TZVPD.

ORCA input file:
```
! wB97M-V def2-TZVPD RIJCOSX def2/J DEFGRID3
* xyz 0 1
C -3.29 -0.99 2.96
O -3.78 -0.27 1.86
C -2.89 0.37 1.06
C -1.53 0.49 1.30
C -0.71 1.22 0.44
C 0.71 1.32 0.72
N 1.48 1.99 -0.03
N 2.79 2.05 0.26
C 3.68 2.74 -0.52
O 3.39 3.37 -1.51
C 5.11 2.64 0.02
O 5.36 1.51 0.82
C 5.42 0.28 0.20
C 5.10 0.04 -1.13
C 5.18 -1.24 -1.63
C 5.58 -2.31 -0.84
C 5.66 -3.70 -1.39
C 5.89 -2.06 0.49
C 5.81 -0.78 1.01
C -1.26 1.84 -0.68
C -2.61 1.72 -0.94
C -3.42 0.99 -0.09
O -4.77 0.89 -0.36
C -5.29 -0.35 -0.52
O -4.64 -1.36 -0.60
C -6.74 -0.28 -0.63
C -7.61 -1.32 -0.87
C -8.95 -0.91 -0.91
C -9.09 0.43 -0.71
S -7.59 1.22 -0.47
H -2.82 -0.33 3.70
H -4.17 -1.47 3.41
H -2.58 -1.77 2.65
H -1.09 0.02 2.17
H 1.09 0.79 1.60
H 3.15 1.56 1.08
H 5.81 2.70 -0.82
H 5.28 3.50 0.67
H 4.77 0.84 -1.78
H 4.93 -1.41 -2.67
H 4.88 -4.32 -0.96
H 5.55 -3.70 -2.47
H 6.62 -4.16 -1.14
H 6.21 -2.87 1.13
H 6.06 -0.58 2.04
H -0.61 2.41 -1.33
H -3.05 2.18 -1.81
H -7.26 -2.33 -0.99
H -9.77 -1.58 -1.08
H -9.99 1.00 -0.70
*
```

The energy relative to the best compared isomer or geometry (same formula, charge and spin) is 228.1 kJ/mol. The structure (SMILES) is COc1cc(/C=N/NC(=O)COc2ccc(C)cc2)ccc1OC(=O)c1cccs1. The HOMO energy is -8.2 eV. As for the HOMO-LUMO gap: 8.47 eV.

---

No. 5
Here is a molecular structure, C22H20N7O6RuSSe4 from OMol25. Energies are from ωB97M-V/def2-TZVPD.

ORCA input file:
```
! wB97M-V def2-TZVPD RIJCOSX def2/J DEFGRID3
* xyz -2 2
Ru 0.72 0.18 -0.43
O -4.61 0.65 -2.24
C -4.27 -0.54 -2.76
C -5.16 -1.17 -3.63
C -4.85 -2.39 -4.19
C -3.65 -3.02 -3.90
C -2.76 -2.40 -3.04
C -3.05 -1.17 -2.45
C -2.05 -0.58 -1.52
O -1.02 -1.23 -1.23
N -2.34 0.63 -1.05
N -1.35 1.03 -0.19
C -1.60 2.02 0.57
C -0.69 2.47 1.62
C -0.94 3.71 2.22
C -0.19 4.17 3.29
C 0.82 3.35 3.79
C 1.08 2.12 3.23
C 0.35 1.64 2.11
O 0.65 0.48 1.61
H -3.85 0.95 -1.68
H -6.10 -0.66 -3.85
H -5.56 -2.86 -4.87
H -3.40 -3.97 -4.35
H -1.81 -2.86 -2.78
H -2.55 2.55 0.46
H -1.74 4.32 1.82
H -0.39 5.14 3.73
H 1.42 3.68 4.64
H 1.87 1.48 3.60
Se 3.12 -0.23 0.15
Se 4.51 -0.53 -1.61
Se 1.95 -3.42 -1.47
Se 1.48 -2.06 0.25
N 1.23 2.35 -0.84
C 0.39 3.41 -1.36
C 0.45 4.66 -0.78
C -0.34 5.69 -1.26
C -1.19 5.47 -2.34
C -1.25 4.21 -2.92
C -0.46 3.17 -2.42
S -2.20 6.83 -2.94
O -2.68 6.39 -4.24
O -1.29 7.96 -2.99
O -3.24 6.97 -1.92
H 1.64 2.68 0.03
H 2.01 2.16 -1.48
H 1.11 4.83 0.07
H -0.30 6.68 -0.82
H -1.91 4.05 -3.75
H -0.53 2.18 -2.85
N 3.09 -2.03 -4.39
C 1.94 -1.90 -5.06
N 1.83 -2.51 -6.28
N 0.92 -1.18 -4.68
C 0.97 -0.62 -3.50
N 1.00 -0.12 -2.46
H 3.77 -2.70 -4.69
H 3.17 -1.72 -3.42
H 2.42 -3.29 -6.49
H 0.90 -2.51 -6.66
*
```

As for the expectation value of S²: 0.76. The HOMO energy (spin up / spin down) is -2.7 / -2.8 eV. As for the HOMO-LUMO gap (spin up / spin down): 6.18 / 6.30 eV.

---

No. 6
Here is a molecular structure, C22H20NO8P2RhS from OMol25. Energies are from ωB97M-V/def2-TZVPD.

ORCA input file:
```
! wB97M-V def2-TZVPD RIJCOSX def2/J DEFGRID3
* xyz 0 1
Rh -1.04 0.21 -0.75
O -4.97 4.75 -1.83
C -4.21 3.85 -1.64
C -4.44 2.63 -0.72
O -5.40 2.41 -0.03
C -3.22 1.83 -0.87
C -2.30 2.42 -1.72
O -1.14 1.87 -1.90
C -2.80 3.71 -2.25
O -2.25 4.50 -2.97
O -2.93 0.70 -0.27
C -0.77 -3.34 -0.05
P -1.30 -1.69 0.49
C -3.08 -1.96 0.82
C -0.66 -1.38 2.16
C -0.61 -2.34 3.17
C -0.20 -1.99 4.44
C 0.16 -0.68 4.72
C 0.12 0.28 3.73
C -0.28 -0.07 2.44
P -0.24 1.11 1.07
C -1.20 2.55 1.54
C 1.47 1.65 0.93
H -1.42 -4.09 0.41
H 0.27 -3.52 0.20
H -0.89 -3.41 -1.13
H -3.19 -2.77 1.54
H -3.58 -2.24 -0.11
H -3.54 -1.05 1.19
H -0.90 -3.37 2.96
H -0.16 -2.74 5.22
H 0.47 -0.40 5.72
H 0.41 1.30 3.95
H -0.74 3.03 2.41
H -2.22 2.25 1.76
H -1.21 3.26 0.71
H 1.71 2.25 1.82
H 1.60 2.25 0.03
H 2.12 0.78 0.90
O 1.58 -1.63 0.19
C 1.75 -1.06 -0.89
N 0.82 -0.28 -1.49
S 1.47 0.58 -2.78
O 0.70 0.34 -3.96
O 1.76 1.93 -2.38
C 2.97 -0.34 -2.79
C 4.02 -0.26 -3.69
C 5.12 -1.06 -3.44
C 5.17 -1.90 -2.33
C 4.10 -1.96 -1.43
C 3.00 -1.16 -1.69
H 3.97 0.40 -4.55
H 5.96 -1.04 -4.12
H 6.04 -2.51 -2.16
H 4.12 -2.60 -0.57
*
```

The energy relative to the best compared isomer or geometry (same formula, charge and spin) is 0.0 kJ/mol. The HOMO energy is -8.0 eV. As for the HOMO-LUMO gap: 6.82 eV.

---

No. 7
Here is a molecular structure, C22H21BN6O4Pd at a distorted geometry from OMol25. Energies are from ωB97M-V/def2-TZVPD.

ORCA input file:
```
! wB97M-V def2-TZVPD RIJCOSX def2/J DEFGRID3
* xyz 2 1
Pd 1.28 0.43 -0.49
O 4.95 -1.24 0.41
C 3.79 -1.05 0.13
N 3.23 0.18 0.00
C 4.12 1.31 0.14
C 3.35 2.57 0.03
C 3.99 3.81 0.02
C 3.23 4.96 -0.07
C 1.84 4.85 -0.13
C 1.28 3.60 -0.10
N 2.02 2.47 -0.04
C 2.82 -2.14 -0.17
C 3.20 -3.47 -0.13
C 2.26 -4.43 -0.43
C 0.98 -4.03 -0.81
C 0.69 -2.68 -0.86
N 1.59 -1.76 -0.51
H 4.91 1.27 -0.61
H 4.64 1.27 1.11
H 5.06 3.85 0.08
H 3.71 5.93 -0.08
H 1.21 5.73 -0.18
H 0.21 3.47 -0.11
H 4.22 -3.71 0.13
H 2.51 -5.49 -0.39
H 0.22 -4.75 -1.08
H -0.27 -2.34 -1.23
C -3.22 3.66 0.15
N -2.21 2.64 -0.12
C -1.70 2.37 -1.46
C -0.83 1.17 -1.24
O -0.18 0.54 -2.05
N -1.10 0.69 0.09
C -1.92 1.64 0.69
N -2.29 1.54 1.95
H -3.20 4.39 -0.65
H -2.99 4.18 1.09
H -4.22 3.22 0.22
H -1.16 3.22 -1.88
H -2.50 2.12 -2.16
H -1.95 0.77 2.52
H -2.97 2.16 2.35
O -2.57 -1.16 -0.70
B -1.66 -0.70 0.20
O -1.41 -1.55 1.23
C -2.23 -2.66 0.96
C -2.38 -3.82 1.68
C -3.28 -4.74 1.17
C -3.99 -4.50 -0.01
C -3.83 -3.32 -0.73
C -2.93 -2.42 -0.21
H -1.82 -4.00 2.59
H -3.45 -5.67 1.70
H -4.69 -5.24 -0.36
H -4.37 -3.13 -1.65
*
```

The energy relative to the best compared isomer or geometry (same formula, charge and spin) is 0.0 kJ/mol. The HOMO energy (spin up / spin down) is -14.1 / -14.1 eV. As for the HOMO-LUMO gap (spin up / spin down): 7.34 / 7.34 eV.

---

No. 8
Here is a single C22H21BrN2O5S molecule from OMol25. Energies are from ωB97M-V/def2-TZVPD.

ORCA input file:
```
! wB97M-V def2-TZVPD RIJCOSX def2/J DEFGRID3
* xyz 0 1
C -6.43 -1.47 1.43
C -5.19 -1.69 2.29
O -4.49 -0.47 2.52
C -3.91 0.25 1.55
C -3.87 1.63 1.81
C -3.31 2.53 0.93
C -2.78 2.06 -0.26
Br -2.02 3.27 -1.50
C -2.78 0.71 -0.54
C -3.31 -0.20 0.36
S -3.10 -1.94 -0.06
O -4.30 -2.45 -0.66
O -2.53 -2.63 1.05
N -2.00 -1.89 -1.33
C -0.61 -1.85 -1.16
C 0.23 -2.36 -2.14
C 1.60 -2.27 -1.99
C 2.16 -1.67 -0.87
C 3.65 -1.63 -0.77
O 4.34 -2.47 -1.32
N 4.13 -0.59 -0.04
C 5.45 -0.27 0.27
C 6.54 -1.03 -0.12
C 7.82 -0.64 0.24
C 8.02 0.51 0.97
C 6.94 1.28 1.37
C 5.65 0.90 1.02
O 4.51 1.59 1.36
C 4.64 2.78 2.09
C 1.31 -1.18 0.12
C -0.07 -1.26 -0.02
H -7.03 -2.37 1.45
H -6.14 -1.28 0.40
H -7.02 -0.64 1.81
H -5.48 -1.99 3.30
H -4.55 -2.45 1.87
H -4.31 1.97 2.74
H -3.29 3.58 1.16
H -2.34 0.34 -1.45
H -2.33 -2.40 -2.13
H -0.19 -2.82 -3.02
H 2.26 -2.67 -2.74
H 3.47 0.08 0.32
H 6.38 -1.93 -0.69
H 8.66 -1.24 -0.07
H 9.02 0.82 1.25
H 7.11 2.18 1.94
H 5.23 3.53 1.55
H 3.63 3.16 2.23
H 5.10 2.61 3.07
H 1.70 -0.75 1.03
H -0.72 -0.90 0.76
*
```

The energy relative to the best compared isomer or geometry (same formula, charge and spin) is 28.0 kJ/mol. The structure (SMILES) is CCOc1ccc(Br)cc1S(=O)(=O)Nc1ccc(C(=O)Nc2ccccc2OC)cc1. The HOMO energy is -8.2 eV. As for the HOMO-LUMO gap: 8.57 eV.